2 unconnected molecules or ions with the total composition C9H16N3. Source: the Open Molecules 2025 dataset; level of theory: the ωB97M-V functional and the def2-TZVPD basis.

Summary:
2S+1   1
Energy above the lowest of the compared OMol25 structures with the same formula, charge and spin   80.4 kJ/mol
DFT total energy   -14057.27040 eV
Strongest force on any atom   1.9 eV/Å
Net charge   +1

Atoms and positions in Å:
C -1.1108 -0.8777 4.3927
C -1.6703 -0.3084 2.0811
N -2.6463 -0.0144 1.2075
N -1.9819 -0.8444 3.2419
N -0.4215 -0.0706 1.7466
H -3.5771 0.2950 1.3832
H -2.3454 0.1362 0.2672
H -2.9166 -1.1803 3.3975
H 0.3613 -0.4284 2.2673
H -0.2527 0.2586 0.8071
H -0.3459 -1.6270 4.4294
H -1.7068 -0.9014 5.2889
H -0.6438 0.0932 4.6075
C 1.3691 2.5642 -2.4393
C 1.1842 -1.7017 -2.2685
C 2.3790 -1.1210 -2.6661
C 0.0527 -0.9672 -1.9437
C 2.4097 0.2671 -2.7293
C 0.1612 0.4230 -2.0076
C 1.3573 1.0717 -2.3187
H 1.2191 -2.7705 -2.1168
H 3.2808 -1.6567 -2.9004
H -0.8081 -1.4584 -1.5090
H 3.2798 0.7999 -3.1046
H -0.6765 1.0544 -1.7376
H 1.1621 3.0247 -1.4673
H 0.5905 2.9379 -3.1083
H 2.2969 3.0021 -2.8007

=====

2 unconnected molecules or ions with the total composition C7H14NO2. Source: the Open Molecules 2025 dataset; level of theory: the ωB97M-V functional and the def2-TZVPD basis.

Summary:
2S+1   1
Energy above the lowest of the compared OMol25 structures with the same formula, charge and spin   674.1 kJ/mol
DFT total energy   -13057.86721 eV
Strongest force on any atom   4.0 eV/Å
Net charge   +1

Atoms and positions in Å:
C 1.3161 0.7896 -0.2539
C 2.3991 0.1721 0.0782
C 3.7207 0.7837 -0.1356
C 2.2724 -1.2310 0.6282
C -2.9946 -0.2186 -1.2849
C -2.3545 -0.1265 1.3440
C -2.0579 0.2539 -0.2655
N -0.7843 -0.4700 -0.2931
O -0.6950 -1.5881 -0.6473
O -1.8409 1.5987 -0.5081
H 0.8396 1.5940 -0.7538
H 3.7926 0.5679 -1.2089
H 4.2864 0.1119 0.4634
H 3.9736 1.8779 -0.0591
H 1.7964 -1.9332 0.0122
H 3.2361 -1.5847 0.8457
H 1.7410 -1.1695 1.5865
H -3.7120 -0.9847 -0.8621
H -2.6472 -0.7662 -2.1201
H -3.5686 0.6533 -1.7337
H -3.0748 0.6411 1.6031
H -1.4863 0.0587 1.9254
H -2.7128 -1.1373 1.3924
H -1.4452 2.1070 0.2472

=====

A single C18H20N2O3S molecule. Source: the Open Molecules 2025 dataset; level of theory: the ωB97M-V functional and the def2-TZVPD basis.

Summary:
SMILES   COCCn1c(C)cc(C(=O)CSc2nc3ccccc3o2)c1C
2S+1   1
Energy above the lowest of the compared OMol25 structures with the same formula, charge and spin   177.7 kJ/mol
DFT total energy   -38948.35946 eV
Strongest force on any atom   1.3 eV/Å
Net charge   0

Atoms and positions in Å:
C -5.6778 -0.9364 1.2936
O -4.8583 -0.4884 0.2456
C -4.0226 -1.4932 -0.2756
C -3.1144 -0.8794 -1.3481
N -2.0218 -0.1382 -0.7792
C -0.8165 -0.6915 -0.3981
C -0.4849 -2.1268 -0.6095
C -0.0466 0.2947 0.1371
C -0.8034 1.5027 0.0975
C -0.3949 2.8099 0.5529
O -1.1306 3.7738 0.6542
C 1.0812 2.9593 0.9146
S 2.1063 2.9167 -0.6002
C 3.1591 1.6040 -0.2290
N 3.1398 0.8617 0.8316
C 4.1686 -0.0357 0.6461
C 4.6349 -1.0748 1.4371
C 5.7063 -1.8009 0.9535
C 6.2988 -1.5107 -0.2737
C 5.8446 -0.4779 -1.0767
C 4.7750 0.2468 -0.5941
O 4.1115 1.3053 -1.1433
C -2.0338 1.1818 -0.4735
C -3.1866 2.0644 -0.7708
H -6.3430 -1.7427 0.9605
H -6.2719 -0.0821 1.6101
H -5.0795 -1.2986 2.1385
H -3.4139 -1.9330 0.5294
H -4.6317 -2.2952 -0.7232
H -2.7124 -1.6789 -1.9744
H -3.7188 -0.2117 -1.9646
H -0.4770 -2.3776 -1.6714
H 0.5055 -2.3220 -0.2073
H -1.1970 -2.7842 -0.1108
H 0.9396 0.1678 0.5355
H 1.2378 3.9335 1.3776
H 1.4438 2.1573 1.5525
H 4.1753 -1.2952 2.3865
H 6.0986 -2.6167 1.5421
H 7.1347 -2.1060 -0.6081
H 6.2977 -0.2469 -2.0268
H -4.0967 1.6567 -0.3346
H -3.3321 2.1602 -1.8483
H -2.9927 3.0482 -0.3553

=====

Which of these has the highest DFT total energy? C7H14NO2